The following is a DFT calculation (the ωB97M-V functional and the def2-TZVPD basis) of C30H30Br45NO2S as an isolated structure in a non-equilibrium geometry.

Calculated values
* gap between HOMO and LUMO: 7.399 eV
* HOMO energy: -7.57 eV
* total charge: 0
* LUMO: -0.17 eV

```
109
C30H30Br45NO2S, DFT the ωB97M-V functional and the def2-TZVPD basis
C 5.151 -2.464 2.935
C 4.217 -2.215 1.699
C 3.623 -0.820 1.875
C 4.300 0.244 1.286
C 3.776 1.502 1.458
C 2.595 1.666 2.242
C 1.947 0.613 2.837
C 2.485 -0.653 2.634
S 1.707 -2.081 3.390
C 0.066 -1.441 3.713
C -0.983 -2.332 3.915
C -0.722 -3.847 3.890
O -0.496 -4.283 2.547
O -1.547 -3.726 1.781
C -2.263 -1.915 4.181
C -2.478 -0.544 4.237
C -1.454 0.335 4.036
C -0.152 -0.080 3.769
N 0.815 0.939 3.627
H 6.103 -1.972 2.712
H 4.683 -1.931 3.770
H 5.269 -3.529 3.148
H 3.412 -2.959 1.652
H 4.771 -2.266 0.757
H 5.219 0.107 0.726
H 4.276 2.370 1.040
H 2.218 2.677 2.379
H -1.619 -4.361 4.267
H 0.140 -4.092 4.533
H -1.125 -3.128 1.143
H -3.088 -2.591 4.367
H -3.456 -0.136 4.472
H -1.664 1.400 4.106
H 0.401 1.741 3.165
C 0.550 -4.273 -1.846
Br 1.083 -4.522 -3.678
Br 1.774 -3.129 -0.889
Br -1.263 -3.631 -1.714
H 0.581 -5.243 -1.368
C -4.119 -0.315 -1.388
Br -2.914 0.121 -2.829
Br -3.173 -0.739 0.239
Br -5.415 1.083 -1.111
H -4.655 -1.205 -1.683
C 0.684 3.100 -1.173
Br 1.821 1.759 -0.362
Br 1.695 4.655 -1.715
Br -0.366 2.416 -2.641
H -0.013 3.424 -0.411
C 0.759 -8.556 -5.039
Br 2.325 -8.468 -3.914
Br -0.829 -8.011 -4.089
Br 1.003 -7.548 -6.666
H 0.621 -9.590 -5.320
C 5.554 6.482 -1.822
Br 6.628 4.973 -2.355
Br 4.178 6.869 -3.119
Br 4.826 6.252 -0.050
H 6.208 7.342 -1.786
C -1.827 6.356 -1.304
Br -3.028 4.850 -1.279
Br -2.150 7.518 -2.805
Br -1.856 7.318 0.370
H -0.826 5.962 -1.426
C -7.196 4.984 -2.697
Br -6.250 6.598 -2.245
Br -6.326 4.038 -4.136
Br -7.443 3.858 -1.156
H -8.177 5.268 -3.051
C 1.561 -2.841 -7.689
Br 2.819 -4.121 -6.987
Br 2.399 -1.140 -8.045
Br 0.629 -3.521 -9.234
H 0.819 -2.673 -6.919
C 0.944 8.586 -5.298
Br 1.106 6.664 -5.322
Br 2.434 9.441 -6.175
Br -0.746 9.175 -6.021
H 0.968 8.893 -4.261
C 3.560 -8.252 0.059
Br 4.759 -7.812 -1.389
Br 4.523 -8.615 1.689
Br 2.208 -6.898 0.314
H 3.049 -9.164 -0.218
C 4.407 -10.936 5.173
Br 2.568 -10.974 4.594
Br 5.550 -11.947 3.993
Br 5.043 -9.130 5.404
H 4.446 -11.414 6.141
C -9.892 5.283 2.413
Br -9.537 3.386 2.345
Br -8.541 6.294 1.484
Br -11.664 5.703 1.777
H -9.850 5.577 3.452
C 2.815 -4.387 7.137
Br 2.984 -6.307 7.098
Br 4.198 -3.527 6.110
Br 1.054 -3.821 6.583
H 2.941 -4.076 8.165
C 0.373 2.043 -9.009
Br 2.012 2.888 -9.580
Br -0.017 2.413 -7.155
Br -1.107 2.506 -10.157
H 0.520 0.975 -9.096
C -7.580 10.283 3.379
Br -6.392 8.877 2.806
Br -8.966 10.617 2.080
Br -8.310 9.929 5.129
H -6.992 11.186 3.456
```